# C4H15N2O2

A 3-piece molecular cluster, C4H15N2O2 overall in a non-equilibrium geometry (ωB97M-V with the def2-TZVPD basis set, the OMol25 dataset).

Values from the calculation:
2S+1 = 2
charge = +2
expectation value of S² = 0.782
orbital gap (alpha / beta) = 9.92 / 5.36 eV

```
23
C4H15N2O2 (ωB97M-V with the def2-TZVPD basis set)
O 2.30565 2.14078 2.81983
N 0.16965 0.43811 2.20892
H -0.73551 -2.11013 -3.20029
H 1.67319 2.66406 3.26347
H -1.13528 1.73150 -1.31109
H 0.12657 -0.08912 -2.52074
H -1.10824 -0.90156 0.08316
H -2.46088 -1.66411 -2.96800
H 2.81535 -1.51012 0.57194
H 2.23007 -1.59155 1.89906
H -0.31401 -0.43183 2.60455
O 2.02107 -1.23971 1.06314
H 0.91669 0.73657 2.76934
H 0.45358 1.68931 0.40026
H -1.44670 -2.28642 -1.62206
C -1.36456 0.59868 -1.12713
H 3.17266 2.08966 3.31413
H -1.49014 0.28264 -3.26934
N -0.86206 0.08568 0.07808
C -0.03749 0.75617 0.88596
H -2.51603 0.43125 -0.93333
C -1.46727 -1.64369 -2.55504
C -0.94633 -0.17618 -2.45480
```


# C4H11NO4

A 3-piece molecular cluster, C4H11NO4 overall (ωB97M-V with the def2-TZVPD basis set, the OMol25 dataset).

Values from the calculation:
charge = 0
orbital gap = 9.53 eV

```
20
C4H11NO4 (ωB97M-V with the def2-TZVPD basis set)
H 2.06694 1.42792 -1.01456
O 0.10593 1.21987 -1.10897
H -1.83676 0.59788 1.98886
H 0.03508 -1.31842 1.10017
H 2.15019 -1.46494 1.75578
O 2.51155 -0.08537 0.33240
H -2.18287 1.21220 -0.43207
C -2.06266 0.37568 -1.11058
H -2.55130 -0.51614 -0.72569
H 2.14006 -2.03591 -0.01668
H -0.14480 1.00393 1.62746
H -2.49938 0.63779 -2.07605
H -0.53717 -0.08615 2.98277
N 1.37353 1.31034 -1.75123
C -0.81898 0.21351 1.96966
C 2.26056 -1.19873 0.68836
O -0.11553 -0.91162 -1.76774
H 1.53316 0.39696 -2.19124
O -0.82267 -0.88358 1.08951
C -0.60490 0.10478 -1.34016
```


Energy relative to the best compared isomer or geometry (same formula, charge and spin), respectively: 70.0; 78.4 kcal per mole.